ORCA calculation (the ωB97M-V functional and the def2-TZVPD basis) on a 12-piece molecular cluster, C72H54F6O24 overall.

Each line ends with the Löwdin charge.
Positions of all 156 atoms, in Å:
F  7.45107  -2.64392  3.17828  0.086
F  -1.57907  1.74110  1.47869  0.017
F  4.05893  2.38610  2.52683  0.046
F  3.98929  -3.09007  -3.32104  0.029
F  -3.30793  -0.57146  -3.11836  0.088
F  0.69225  -2.30226  3.96150  0.020
O  -7.12698  5.13733  -5.14671  0.138
O  -0.63750  6.33707  0.99584  0.102
O  -0.73897  -0.35075  9.22420  0.101
O  -3.61338  2.35014  2.63521  0.084
O  -7.04613  2.25134  7.00583  0.072
O  3.87859  -5.11164  3.78208  0.116
O  0.48075  -0.97897  6.72396  0.149
O  2.02730  0.81400  -4.35573  0.055
O  -5.03011  3.47806  -0.51733  0.117
O  -0.66655  0.11288  -9.05187  0.102
O  -1.87890  1.47293  -7.02443  0.142
O  -8.30822  5.92955  -2.66495  0.103
O  2.95055  6.83703  -2.15468  0.073
O  -1.61739  4.12965  -0.52317  0.072
O  -3.45006  3.27349  -2.88108  0.096
O  -0.77425  3.19940  5.06752  0.050
O  5.39378  -7.04013  2.73013  0.113
O  5.35220  -4.82668  -1.51480  0.071
O  3.41722  0.14290  -6.76325  0.102
O  1.63811  5.02190  -3.78751  0.099
O  -2.17787  3.73291  7.39935  0.108
O  3.37888  -3.08758  -0.57276  0.080
O  -3.34070  0.40121  4.61990  0.101
O  -7.07016  4.38735  5.22690  0.083
C  4.49433  -1.01014  2.08631  -0.072
C  1.32591  0.79035  -5.53143  -0.191
C  1.36236  -0.04182  -7.84358  0.069
C  3.75627  -0.86252  3.28667  -0.083
C  -0.79255  0.97721  -6.87520  -0.339
C  0.09361  5.92331  -0.08099  -0.185
C  2.02825  -4.92518  -5.78432  -0.068
C  -1.67393  2.61692  7.28419  -0.329
C  -0.82971  -3.35667  2.45208  -0.010
C  -1.55369  1.60406  8.26202  0.058
C  5.48286  -2.10139  4.40598  0.013
C  2.18367  0.26664  -6.71121  -0.320
C  0.03554  -5.82661  3.50352  -0.090
C  3.88413  2.41842  1.17679  -0.303
C  1.09443  -3.92029  -6.10495  -0.085
C  -0.21097  -0.03354  6.88846  -0.363
C  2.50058  2.05999  -0.70613  -0.051
C  3.41897  -4.26113  1.54808  0.080
C  1.25024  6.47380  -0.48164  0.064
C  -5.31203  3.35492  3.87908  0.064
C  -6.54556  4.98379  -4.11268  -0.344
C  6.23968  -2.11996  3.19160  -0.322
C  -0.56278  0.02018  -1.58096  -0.112
C  0.00040  0.23773  -7.89214  -0.191
C  -3.13058  -2.69269  -2.03590  -0.042
C  5.37718  -5.96056  0.62524  0.077
C  -2.47602  -2.41945  -4.29779  -0.007
C  4.89332  2.45636  -1.00848  -0.064
C  -6.17024  2.25512  5.91687  -0.190
C  -5.39011  3.94232  -1.58628  -0.294
C  -1.36155  -4.57075  2.07882  -0.096
C  -0.01226  4.57880  -2.14476  0.059
C  -0.95144  2.13823  5.99367  -0.144
C  4.90027  -4.96337  -0.33855  -0.261
C  0.51783  -1.11772  0.31264  -0.058
C  0.02427  1.12580  -5.65475  0.063
C  4.98144  -6.05827  1.92621  -0.240
C  -5.22054  4.35302  -4.02634  0.074
C  -6.56345  4.83733  -1.65333  0.066
C  0.28157  -1.00118  -1.10742  -0.035
C  -0.84361  0.45329  8.12549  -0.173
C  1.95507  6.15491  -1.74401  -0.250
C  -4.66712  3.81873  -2.91827  -0.216
C  -2.94362  -1.83856  -3.11697  -0.315
C  2.11471  -2.53461  -4.54958  -0.058
C  3.64730  2.14158  -1.53092  -0.083
C  -2.47257  -4.59655  -3.26252  -0.085
C  4.02213  -5.15230  2.57057  -0.311
C  -0.05221  -0.16322  1.14710  -0.035
C  1.07409  -2.74675  -5.39517  -0.083
C  0.05468  -3.44114  3.52510  -0.238
C  3.81552  -4.08591  0.25267  -0.194
C  4.98307  2.53260  0.38126  -0.027
C  -0.21977  0.98909  5.83990  0.069
C  -7.12257  5.30315  -2.77069  -0.234
C  5.74383  -1.58618  2.08671  -0.051
C  -6.25834  3.47569  4.97363  -0.283
C  3.04665  -3.43281  -4.25685  -0.231
C  -5.28975  1.29847  5.79274  0.049
C  -0.88598  0.87781  0.64240  -0.174
C  -2.68968  -3.96431  -2.02069  -0.073
C  -4.20790  1.26222  4.77440  -0.279
C  0.45795  -4.65697  4.06928  -0.026
C  3.05953  -4.75989  -4.82896  0.046
C  2.62624  2.19489  0.69721  -0.002
C  -0.62672  4.81402  -0.86868  -0.265
C  -0.88698  -5.80556  2.47552  -0.084
C  -1.15045  0.94228  -0.75926  -0.014
C  1.16704  5.14145  -2.53287  -0.213
C  4.19901  -1.50937  4.43891  -0.069
C  -2.28943  -3.84141  -4.40146  -0.074
C  -4.33748  2.41013  3.77960  -0.186
H  -1.53639  0.51874  -9.03559  0.113
H  -0.49350  1.52758  -4.79633  0.120
H  -0.68275  0.17613  -2.64288  0.092
H  2.83620  -0.33564  3.49224  0.089
H  6.36630  -1.56895  1.20432  0.130
H  5.97163  2.70829  0.77909  0.120
H  -2.38578  -1.82980  -5.19810  0.101
H  -2.15515  -4.49930  1.34979  0.091
H  5.81313  2.37857  -1.56912  0.106
H  -2.09002  -4.33548  -5.34089  0.097
H  -8.71179  5.93017  -3.53600  0.112
H  -5.22693  0.49646  6.51331  0.134
H  1.98572  -5.83538  -6.36408  0.100
H  -2.01850  1.91549  9.18580  0.139
H  -4.78336  4.36086  -5.01387  0.131
H  4.83236  -7.09934  3.50659  0.114
H  -3.57993  -2.13627  -1.22666  0.123
H  2.88135  0.40731  -4.51945  0.094
H  3.78999  -3.15701  -1.43750  0.067
H  -0.20048  -1.13014  9.06869  0.113
H  0.22503  -2.08222  -5.45766  0.098
H  3.80146  -5.53509  -4.70660  0.113
H  6.07776  -6.73580  0.35212  0.130
H  0.26405  -4.21083  -6.73143  0.099
H  0.18017  -0.33512  2.18770  0.098
H  1.55860  1.74881  -1.13305  0.081
H  -2.95167  1.65473  2.62256  0.078
H  3.37768  1.95683  -2.56027  0.077
H  -5.52431  4.05677  3.08615  0.131
H  -2.66154  -4.44000  -1.05150  0.094
H  2.62329  -3.60240  1.86333  0.110
H  -3.26615  3.02318  -1.97272  0.067
H  2.15109  -1.58125  -4.04344  0.106
H  4.09509  -0.69072  1.13501  0.100
H  -1.50197  3.80130  5.24003  0.085
H  -1.35911  -6.69476  2.08458  0.104
H  -7.50995  3.09142  7.03278  0.096
H  -1.45955  5.84155  0.97964  0.102
H  -0.36655  3.97759  -2.96903  0.130
H  1.18518  -4.63056  4.86731  0.119
H  1.79950  2.11376  1.38737  0.110
H  5.84151  -2.63902  5.27127  0.107
H  -1.18342  -2.45543  1.97349  0.101
H  -2.22571  -5.64683  -3.31115  0.100
H  -1.86703  1.64287  -1.16185  0.094
H  0.44209  -6.76952  3.83822  0.109
H  1.64844  7.36086  -0.01157  0.133
H  1.22216  -1.84773  0.68332  0.089
H  0.72074  -1.66182  -1.84028  0.089
H  2.31542  5.66576  -4.00726  0.113
H  -6.84673  5.27475  -0.70738  0.135
H  1.89053  -0.44916  -8.69299  0.136
H  0.34791  0.70981  4.96461  0.124
H  3.60686  -1.40272  5.33578  0.103

Force components x, y, z for each atom (eV/Å):
1.0 -0.6 0.2
1.5 -1.0 -1.0
0.0 0.3 -0.3
-0.3 -0.1 -0.6
-0.2 0.8 0.4
-0.6 -0.7 -0.1
-0.8 0.7 -0.8
1.4 0.2 -0.9
-0.4 1.0 -0.4
-1.2 0.8 1.4
1.5 -0.5 -1.6
-0.4 -0.3 -1.0
0.8 -2.9 1.1
-1.5 0.5 -0.6
0.5 -0.2 -1.3
1.0 -0.9 -0.4
-0.3 -0.5 -0.7
0.4 0.2 -0.3
-3.5 -3.0 0.9
1.9 2.5 0.3
-0.2 -0.1 -0.7
-0.5 -2.5 1.1
0.8 -0.6 -0.8
-1.7 -0.3 3.7
-2.3 0.5 1.4
-1.1 -1.3 0.0
0.6 -1.7 -0.5
-0.5 -0.8 2.0
-1.3 1.3 0.5
1.8 -2.0 -0.8
-1.6 0.9 0.9
1.6 -0.6 0.4
-2.4 0.0 -0.6
0.5 -0.9 -0.2
2.6 0.3 2.0
-1.9 -0.4 0.8
0.9 0.4 0.1
0.6 0.0 -2.0
0.3 -0.4 1.4
-0.1 -0.5 1.5
-0.4 -0.4 -0.7
0.3 0.0 -0.4
0.0 -0.9 -0.2
0.1 -0.4 1.2
-0.4 -1.4 0.7
0.1 3.9 -1.8
1.1 -0.1 1.1
-0.9 1.2 -0.5
0.6 0.7 -0.2
-0.2 0.5 -0.3
0.8 -1.3 1.9
-1.3 -0.2 4.0
1.3 -0.8 -0.2
1.0 0.2 -2.3
-0.2 3.7 0.5
0.3 -0.7 1.0
-0.2 -0.9 -0.5
-0.7 -1.1 0.6
-2.6 2.2 1.8
-0.7 1.3 0.1
-0.6 0.0 -1.5
2.2 0.3 -1.7
1.9 2.1 -1.9
1.4 0.0 -1.7
-0.4 1.2 -3.0
0.0 0.2 1.0
0.2 -0.9 -0.6
0.2 -0.1 -0.6
1.0 0.4 0.6
-0.3 0.6 1.6
-1.2 -0.9 2.7
0.9 2.2 0.7
-0.1 0.3 0.1
0.5 -3.0 -2.0
-0.7 2.9 1.2
-1.8 0.2 0.2
1.5 -0.1 0.7
-0.2 1.7 -1.2
-0.6 0.7 0.0
-0.7 -0.9 -1.1
0.7 0.7 -0.5
0.5 0.2 -0.3
1.4 0.6 -0.9
-2.0 1.3 0.2
-1.0 -0.5 0.5
-0.4 0.8 -2.3
-0.6 -0.1 1.5
2.1 -3.8 0.2
2.4 -2.2 -0.1
-0.2 -1.2 -1.0
-0.7 -1.4 -0.7
-0.3 0.1 -0.5
0.6 1.3 0.2
-1.5 2.3 -0.9
-0.5 0.0 -1.5
-0.5 -1.9 -0.5
-0.7 0.4 0.4
-0.3 0.3 2.5
0.8 1.2 -1.1
2.1 0.3 -0.9
-0.9 1.8 0.9
-0.2 0.0 -1.5
-0.4 0.2 0.6
0.0 0.0 0.2
-0.2 -0.4 -0.2
-0.3 0.2 -1.1
-0.1 -0.2 -0.3
-0.1 -0.1 0.5
0.1 0.3 0.0
-0.1 -0.3 -0.2
-0.1 0.4 -0.3
0.1 0.2 -0.1
-0.1 0.3 -0.5
-0.2 0.0 0.2
0.0 -0.2 0.1
0.1 -0.6 0.5
0.6 -0.4 0.1
-0.1 0.4 0.4
0.2 -0.5 0.9
0.6 0.0 -0.3
0.5 -0.4 -0.5
0.3 -0.2 -0.5
0.2 0.3 -0.1
0.1 0.2 0.5
0.1 0.1 -0.5
0.0 0.2 -0.3
-0.3 0.6 0.4
-0.1 0.2 -0.1
0.2 -0.4 0.5
0.8 0.1 -0.3
0.5 0.0 -0.3
-0.1 -0.6 -0.2
0.0 0.2 0.4
0.2 0.0 0.7
0.1 0.0 0.3
-0.1 0.4 0.0
-0.2 0.6 0.2
0.2 -0.1 0.0
-0.2 0.5 -0.3
-0.4 -0.4 0.1
-0.9 -0.4 0.5
0.1 0.0 0.0
-0.1 -0.1 -0.1
0.3 0.1 0.1
0.2 0.1 0.3
-0.2 -0.2 0.1
0.2 0.2 0.2
0.0 -0.1 0.2
0.0 -0.1 0.5
-0.2 -0.1 0.1
0.2 -0.2 0.2
0.5 0.3 0.6
-0.6 -0.5 0.2
-0.3 0.0 -0.2
-0.1 0.4 -0.2
0.2 -0.3 0.2

Its SMILES is O=C1C=C(O)C(=O)C=C1O.O=C1C=C(O)C(=O)C=C1O.O=C1C=C(O)C(=O)C=C1O.O=C1C=C(O)C(=O)C=C1O.O=C1C=C(O)C(=O)C=C1O.O=C1C=C(O)C(=O)C=C1O.Fc1ccccc1.Fc1ccccc1.Fc1ccccc1.Fc1ccccc1.Fc1ccccc1.Fc1ccccc1. As for the frontier orbital gap: 6.773 eV. For the lowest unoccupied orbital energy, the calculation gives -0.0776 Ha. As for the spin multiplicity: 1.